Entry 1:
{
  "formula": "C19H24MnN2OS2",
  "method": "ωB97M-V/def2-TZVPD",
  "total_charge": 0,
  "spin_multiplicity": 6,
  "de_lowest_kcal_mol": 0.0,
  "gap_ev": [7.46, 7.60],
  "s2": 8.7566,
  "mol_weight_da": 415.5,
  "symbols": ["Mn", "C", "N", "C", "C", "N", "C", "C", "C", "C", "C", "C", "C", "S", "C", "C", "C", "C", "C", "C", "S", "H", "H", "H", "H", "H", "H", "H", "H", "H", "H", "H", "H", "H", "H", "H", "H", "H", "H", "C", "C", "C", "O", "H", "H", "H", "H", "H", "H"],
  "positions_angstrom": [[0.81, 0.16, -0.76], [-0.76, -2.49, -2.09], [0.14, -2.11, -0.99], [-0.43, -2.38, 0.33], [-1.56, -1.40, 0.63], [-1.23, 0.03, 0.36], [-2.23, 0.61, -0.54], [-1.05, 0.79, 1.59], [-2.13, 1.42, 2.18], [-1.99, 2.16, 3.35], [-0.73, 2.24, 3.94], [0.35, 1.60, 3.36], [0.23, 0.86, 2.17], [1.67, 0.11, 1.50], [1.45, -2.66, -1.24], [1.87, -3.83, -0.63], [3.13, -4.35, -0.90], [3.96, -3.69, -1.80], [3.54, -2.52, -2.40], [2.29, -1.96, -2.13], [1.81, -0.43, -2.87], [-0.90, -3.58, -2.12], [-0.34, -2.15, -3.03], [-1.74, -2.03, -1.96], [0.37, -2.26, 1.06], [-0.83, -3.40, 0.42], [-1.87, -1.52, 1.67], [-2.43, -1.66, 0.02], [-3.26, 0.49, -0.18], [-2.16, 0.13, -1.51], [-2.04, 1.68, -0.67], [-3.12, 1.34, 1.73], [-2.84, 2.64, 3.80], [-0.59, 2.81, 4.85], [1.33, 1.68, 3.81], [1.22, -4.35, 0.06], [3.46, -5.27, -0.42], [4.94, -4.08, -2.02], [4.20, -1.99, -3.08], [-0.84, 4.14, -1.70], [0.03, 3.44, -0.70], [0.22, 4.04, 0.66], [0.54, 2.36, -0.97], [-0.74, 5.22, -1.64], [-1.88, 3.89, -1.46], [-0.62, 3.77, -2.70], [0.20, 5.13, 0.63], [1.14, 3.66, 1.10], [-0.61, 3.69, 1.29]]
}

Entry 2:
{
  "formula": "C19H24N2O2S",
  "method": "ωB97M-V/def2-TZVPD",
  "total_charge": 0,
  "spin_multiplicity": 1,
  "de_lowest_kcal_mol": 417.3,
  "gap_ev": 7.19,
  "mol_weight_da": 344.5,
  "symbols": ["C", "H", "O", "C", "C", "C", "C", "C", "C", "H", "H", "C", "N", "C", "H", "H", "H", "C", "H", "H", "H", "C", "N", "C", "O", "C", "C", "C", "C", "C", "C", "S", "C", "H", "H", "H", "H", "H", "H", "H", "H", "H", "H", "H", "H", "H", "H", "H"],
  "positions_angstrom": [[-2.82, -3.47, 0.56], [-3.61, -3.71, 1.06], [-1.93, -2.54, 1.26], [-0.86, -2.20, 0.74], [-0.11, -1.56, 1.47], [1.00, -0.93, 1.24], [1.42, -1.19, 0.06], [0.73, -1.85, -1.06], [-0.50, -2.40, -0.61], [-0.97, -3.08, -1.21], [1.02, -1.87, -1.93], [2.64, -0.30, -0.80], [3.78, -0.23, 0.18], [5.12, -0.22, -0.14], [5.17, -1.36, -0.63], [5.34, 0.31, -0.88], [5.83, -0.32, 0.71], [3.64, 1.21, 0.98], [4.04, 2.19, 0.14], [4.36, 1.34, 1.84], [2.64, 1.43, 1.22], [2.13, 0.86, -1.46], [1.18, 1.65, -0.96], [-0.18, 1.28, -1.08], [-0.46, 0.72, -2.45], [-1.03, 1.80, -0.33], [-0.82, 2.58, 0.62], [-1.75, 3.36, 1.48], [-3.14, 2.61, 1.58], [-3.33, 1.64, 0.61], [-2.40, 1.35, -0.43], [-2.79, 0.02, -1.74], [-4.45, -0.40, -1.18], [-5.19, 0.26, -1.37], [-4.75, -1.30, -1.91], [-4.50, -0.63, -0.15], [-4.34, 1.28, 0.35], [-3.82, 2.99, 2.43], [-1.57, 4.02, 2.25], [0.03, 3.36, 0.74], [1.49, 1.92, 0.01], [2.95, 1.50, -1.63], [1.74, 0.30, -2.51], [3.16, -1.27, -1.34], [1.54, -0.21, 1.81], [-0.34, -1.27, 2.61], [-3.08, -3.09, -0.41], [-2.22, -4.55, 0.28]]
}

Entry 3:
{
  "formula": "C19H24N2O2S5W",
  "method": "ωB97M-V/def2-TZVPD",
  "total_charge": 2,
  "spin_multiplicity": 1,
  "de_lowest_kcal_mol": 35.5,
  "gap_ev": 6.54,
  "mol_weight_da": 656.6,
  "symbols": ["W", "O", "C", "S", "C", "C", "S", "S", "S", "C", "C", "C", "N", "C", "S", "N", "C", "O", "C", "C", "C", "C", "C", "C", "H", "H", "H", "H", "H", "H", "H", "H", "H", "H", "H", "H", "H", "H", "C", "C", "C", "C", "C", "H", "H", "H", "H", "H", "H", "H", "H", "H", "H"],
  "positions_angstrom": [[-0.60, 0.20, -2.65], [-5.33, -2.17, -5.35], [-4.26, -1.75, -5.09], [-3.77, -0.04, -5.36], [-2.14, -0.24, -4.79], [-1.75, -1.50, -4.37], [-0.20, -1.79, -3.62], [-2.92, -2.77, -4.45], [-1.12, 1.18, -4.66], [-0.28, 1.62, 3.76], [-0.49, 2.14, 2.34], [-1.65, 1.46, 1.61], [-1.37, 0.02, 1.44], [-1.55, -0.72, 0.39], [-2.32, -0.07, -1.09], [-1.26, -2.02, 0.36], [-1.09, -2.95, 1.51], [-1.65, -3.99, 1.41], [-0.22, -2.49, 2.60], [-0.49, -2.93, 3.89], [0.35, -2.56, 4.93], [1.47, -1.77, 4.68], [1.75, -1.35, 3.38], [0.90, -1.69, 2.34], [0.50, 2.19, 4.25], [0.02, 0.57, 3.78], [-1.19, 1.73, 4.35], [0.42, 2.04, 1.74], [-0.72, 3.21, 2.37], [-1.81, 1.90, 0.64], [-2.56, 1.56, 2.20], [-0.96, -0.44, 2.25], [-1.62, -2.53, -0.45], [-1.35, -3.57, 4.06], [0.14, -2.90, 5.94], [2.13, -1.49, 5.48], [2.63, -0.76, 3.18], [1.13, -1.39, 1.33], [3.00, 1.91, -1.12], [2.02, 1.57, -2.26], [1.19, 2.84, -2.61], [2.80, 1.08, -3.49], [1.08, 0.47, -1.81], [3.61, 2.77, -1.41], [3.67, 1.07, -0.92], [2.46, 2.16, -0.21], [1.62, 3.38, -3.45], [1.15, 3.51, -1.75], [0.14, 2.62, -2.86], [3.57, 1.82, -3.74], [2.15, 0.96, -4.35], [3.30, 0.13, -3.29], [1.46, -0.23, -1.06]]
}

Entry 4:
{
  "formula": "C19H24N2O3S",
  "method": "ωB97M-V/def2-TZVPD",
  "total_charge": 0,
  "smiles": "CCOCCCNC(=O)[C@@H](NC(=O)Cc1cccs1)c1ccccc1",
  "spin_multiplicity": 1,
  "de_lowest_kcal_mol": 0.0,
  "gap_ev": 9.46,
  "mol_weight_da": 360.5,
  "symbols": ["C", "C", "O", "C", "C", "C", "N", "C", "O", "C", "N", "C", "O", "C", "C", "C", "C", "C", "S", "H", "H", "H", "H", "H", "H", "C", "C", "C", "C", "C", "C", "H", "H", "H", "H", "H", "H", "H", "H", "H", "H", "H", "H", "H", "H", "H", "H", "H", "H"],
  "positions_angstrom": [[-3.12, 1.72, 3.80], [-1.86, 2.26, 3.14], [-0.80, 1.37, 3.40], [0.40, 1.74, 2.76], [1.44, 0.65, 3.02], [2.77, 0.93, 2.32], [2.61, 1.02, 0.88], [2.51, -0.08, 0.11], [2.81, -1.20, 0.46], [1.92, 0.20, -1.28], [1.98, -1.02, -2.04], [1.55, -1.10, -3.31], [1.25, -0.13, -3.97], [1.41, -2.54, -3.81], [0.21, -3.10, -3.13], [-1.10, -2.91, -3.46], [-1.99, -3.50, -2.54], [-1.36, -4.13, -1.52], [0.35, -4.02, -1.67], [-1.78, -4.67, -0.69], [-3.06, -3.46, -2.63], [-1.42, -2.35, -4.32], [1.27, -2.52, -4.89], [2.30, -3.11, -3.56], [2.20, -1.84, -1.49], [0.48, 0.63, -1.05], [0.06, 1.93, -1.32], [-1.25, 2.30, -1.09], [-2.16, 1.38, -0.58], [-1.74, 0.08, -0.31], [-0.43, -0.29, -0.54], [-0.11, -1.29, -0.33], [-2.44, -0.64, 0.08], [-3.18, 1.67, -0.41], [-1.57, 3.31, -1.30], [0.76, 2.64, -1.73], [2.47, 1.00, -1.79], [2.23, 1.88, 0.52], [3.46, 0.10, 2.51], [3.21, 1.86, 2.68], [1.60, 0.56, 4.09], [1.03, -0.30, 2.66], [0.75, 2.71, 3.15], [0.22, 1.86, 1.68], [-2.01, 2.35, 2.05], [-1.62, 3.26, 3.53], [-2.96, 1.63, 4.87], [-3.35, 0.74, 3.40], [-3.95, 2.39, 3.62]]
}